*1*
{
  "formula": "C4H7FS",
  "method": "wB97M-V/def2-TZVPD",
  "species": ["C", "C", "S", "C", "C", "F", "H", "H", "H", "H", "H", "H", "H"],
  "xyz": [[1.941, 1.149, 0.009], [1.323, 0.077, 0.563], [0.489, -1.159, -0.407], [-1.078, -0.901, 0.297], [-1.552, 0.555, 0.461], [-1.224, 1.312, -0.626], [2.061, 1.494, -1.022], [2.552, 1.692, 0.672], [1.429, -0.179, 1.616], [-1.133, -1.495, 1.255], [-1.717, -1.427, -0.411], [-2.663, 0.543, 0.603], [-1.144, 0.841, 1.454]],
  "smiles": "C=CSCCF",
  "molar_mass_g_mol": 106.165,
  "e_homo_ev": -8.664,
  "homo_lumo_gap_ev": 9.56,
  "lumo_ev": 0.9
}

=====

*2*
{
  "formula": "C4H7FS",
  "method": "wB97M-V/def2-TZVPD",
  "species": ["F", "C", "C", "S", "C", "C", "H", "H", "H", "H", "H", "H", "H"],
  "xyz": [[1.461, -0.604, 1.735], [1.432, -0.008, 0.406], [0.009, 0.181, -0.036], [-0.490, 0.248, -1.797], [-0.988, 0.731, 0.796], [-1.008, -0.645, 0.628], [2.048, -0.657, -0.195], [1.823, 1.167, 0.586], [-0.773, -1.220, -1.997], [-1.665, 1.258, 0.296], [-0.714, 1.386, 1.727], [-2.063, -0.948, 0.313], [-0.635, -1.072, 1.654]],
  "smiles": "FCC1(S)CC1",
  "molar_mass_g_mol": 106.165,
  "e_homo_ev": -9.380,
  "homo_lumo_gap_ev": 10.11,
  "lumo_ev": 0.7
}

=====

*3*
{
  "formula": "C4H7FS",
  "method": "wB97M-V/def2-TZVPD",
  "species": ["C", "C", "S", "C", "C", "F", "H", "H", "H", "H", "H", "H", "H"],
  "xyz": [[0.515, 1.280, -0.107], [0.702, -0.103, 0.548], [2.050, -1.183, -0.172], [-0.602, -0.776, 0.569], [-1.596, -0.416, -0.235], [-2.809, -1.032, -0.154], [-0.402, 1.703, 0.251], [1.382, 1.951, -0.037], [0.367, 1.208, -1.181], [1.058, 0.036, 1.596], [1.541, -1.394, -1.405], [-0.656, -1.641, 1.271], [-1.552, 0.369, -0.945]],
  "smiles": "C[C@H](S)/C=C/F",
  "molar_mass_g_mol": 106.165,
  "e_homo_ev": -9.181,
  "homo_lumo_gap_ev": 10.07,
  "lumo_ev": 0.9
}

=====

*4*
{
  "formula": "C4H7FS",
  "method": "wB97M-V/def2-TZVPD",
  "species": ["C", "C", "C", "C", "H", "H", "H", "H", "H", "H", "H", "F", "S"],
  "xyz": [[1.502, -0.358, 0.270], [0.054, 0.197, -0.270], [-0.856, 0.909, 0.707], [-0.810, -0.847, -0.795], [2.023, 0.561, 0.513], [1.964, -1.042, -0.450], [1.332, -0.899, 1.236], [-0.911, 2.008, 0.662], [-0.730, 0.744, 1.820], [-0.812, -0.746, -1.888], [-0.553, -1.892, -0.531], [0.128, 1.323, -1.163], [-2.330, 0.043, -0.109]],
  "molar_mass_g_mol": 106.165,
  "e_homo_ev": -8.833,
  "homo_lumo_gap_ev": 9.76,
  "lumo_ev": 0.9
}

=====

How do the energies compare? Relative to the most stable structure, in kcal/mol: *1* 10.9; *2* 53.5; *3* 0.0; *4* 8.9.

=====

*1*
{
  "formula": "C2H2N2O2",
  "method": "wB97M-V/def2-TZVPD",
  "species": ["O", "C", "N", "O", "C", "N", "H", "H"],
  "xyz": [[0.053, 1.097, -1.715], [0.132, 0.325, -0.577], [1.352, 0.502, -0.230], [0.865, -0.837, 1.389], [-0.329, -1.009, 1.035], [-0.842, -0.406, -0.045], [-0.214, 1.993, -1.457], [-1.016, -1.665, 1.600]],
  "molar_mass_g_mol": 86.050,
  "e_homo_ev": [-10.698, -10.698],
  "homo_lumo_gap_ev": [8.69, 8.69],
  "lumo_ev": [-2.0, -2.0]
}

=====

*2*
{
  "formula": "C2H2N2O2",
  "method": "wB97M-V/def2-TZVPD",
  "species": ["N", "C", "N", "H", "H", "O", "C", "O"],
  "xyz": [[-0.252, 1.161, 0.557], [-1.128, 0.303, 0.487], [-1.939, -0.607, 0.577], [-0.480, 2.112, 0.296], [-2.060, -1.231, -0.211], [2.786, 0.252, 0.175], [1.982, -0.575, 0.013], [1.207, -1.430, -0.165]],
  "smiles": "N=C=N.O=C=O",
  "molar_mass_g_mol": 86.050,
  "e_homo_ev": -10.715,
  "homo_lumo_gap_ev": 11.31,
  "lumo_ev": 0.6
}

=====

How do the energies compare? Relative to the most stable structure, in kcal/mol: *1* 92.0; *2* 0.0.

=====

*1*
{
  "formula": "C2H2N2O2",
  "method": "wB97M-V/def2-TZVPD",
  "species": ["N", "C", "C", "O", "N", "O", "H", "H"],
  "xyz": [[2.982, -0.195, 0.012], [1.808, -0.109, -0.199], [0.468, 0.529, -0.198], [0.248, 1.762, -0.023], [-0.661, -0.353, 0.055], [-1.952, -0.048, -0.230], [-0.414, -1.335, -0.200], [-2.479, -0.251, 0.782]],
  "smiles": "N#CC(=O)NO",
  "molar_mass_g_mol": 86.050,
  "e_homo_ev": -10.595,
  "homo_lumo_gap_ev": 10.07,
  "lumo_ev": -0.5
}

=====

*2*
{
  "formula": "C2H2N2O2",
  "method": "wB97M-V/def2-TZVPD",
  "species": ["O", "C", "N", "O", "C", "N", "H", "H"],
  "xyz": [[1.900, 0.107, 0.343], [0.686, -0.082, -0.150], [0.048, -1.215, -0.026], [-1.268, -0.738, 0.068], [-1.237, 0.544, -0.283], [-0.058, 1.013, -0.516], [2.118, -0.688, 0.854], [-2.189, 1.059, -0.289]],
  "molar_mass_g_mol": 86.050,
  "e_homo_ev": -10.268,
  "homo_lumo_gap_ev": 11.00,
  "lumo_ev": 0.7
}

=====

How do the energies compare? Relative to the most stable structure, in kcal/mol: *1* 45.8; *2* 0.0.

=====

*1*
{
  "formula": "C4H6N2OS",
  "method": "wB97M-V/def2-TZVPD",
  "species": ["C", "C", "C", "C", "N", "N", "O", "S", "H", "H", "H", "H", "H", "H"],
  "xyz": [[2.491, -0.996, -1.360], [-1.499, 0.604, 0.110], [-2.452, -0.538, 0.466], [-0.083, 0.285, 0.240], [2.128, 1.132, -0.048], [0.751, 1.235, -0.048], [-1.974, 1.699, -0.218], [3.159, -0.355, -0.068], [2.936, -1.789, -1.910], [-3.444, -0.239, 0.163], [-2.546, -0.778, 1.565], [-2.015, -1.427, -0.103], [0.095, -0.731, 0.730], [2.453, 1.898, 0.481]],
  "molar_mass_g_mol": 130.172,
  "e_homo_ev": -8.743,
  "homo_lumo_gap_ev": 8.17,
  "lumo_ev": -0.6
}

=====

*2*
{
  "formula": "C4H6N2OS",
  "method": "wB97M-V/def2-TZVPD",
  "species": ["S", "C", "N", "O", "C", "C", "N", "C", "H", "H", "H", "H", "H", "H"],
  "xyz": [[-0.151, 2.182, -1.087], [0.120, 0.747, -0.323], [0.679, 0.627, 0.889], [1.260, -0.539, 1.365], [0.265, -1.606, 1.349], [-0.206, -1.811, -0.064], [-1.512, -1.176, -0.306], [-0.302, -0.558, -0.868], [0.776, 1.447, 1.473], [0.857, -2.442, 1.824], [-0.579, -1.221, 1.996], [0.011, -2.729, -0.567], [-2.034, -1.753, -1.002], [-0.122, -0.692, -1.902]],
  "smiles": "S=C1NOC[C@H]2N[C@@H]12",
  "molar_mass_g_mol": 130.172,
  "e_homo_ev": -8.483,
  "homo_lumo_gap_ev": 8.99,
  "lumo_ev": 0.5
}

=====

*3*
{
  "formula": "C4H6N2OS",
  "method": "wB97M-V/def2-TZVPD",
  "species": ["C", "S", "N", "C", "C", "C", "O", "N", "H", "H", "H", "H", "H", "H"],
  "xyz": [[1.418, 1.566, 1.613], [1.731, 0.660, 0.065], [0.309, -0.034, -0.275], [-0.638, 0.394, -1.115], [-1.420, -0.578, -1.539], [-1.024, -1.800, -0.754], [-1.576, -2.886, -0.615], [0.032, -1.410, 0.027], [2.002, 2.380, 2.006], [1.166, 0.819, 2.356], [0.372, 2.096, 1.367], [-0.753, 1.432, -1.324], [-2.293, -0.407, -2.082], [0.673, -2.232, 0.270]],
  "smiles": "CSn1ccc(=O)[nH]1",
  "molar_mass_g_mol": 130.172,
  "e_homo_ev": -8.580,
  "homo_lumo_gap_ev": 9.21,
  "lumo_ev": 0.6
}

=====

*4*
{
  "formula": "C4H6N2OS",
  "method": "wB97M-V/def2-TZVPD",
  "species": ["C", "O", "C", "C", "C", "N", "N", "S", "H", "H", "H", "H", "H", "H"],
  "xyz": [[-0.469, 0.913, -2.042], [0.210, 0.479, -0.766], [-0.364, 0.300, 0.402], [0.807, -0.318, 1.212], [0.677, 0.121, 2.674], [0.570, 0.503, 3.839], [1.445, -1.385, 1.196], [0.992, -2.581, 0.210], [-1.385, 0.456, -1.972], [0.059, 0.633, -2.932], [-0.709, 2.130, -2.205], [-0.749, 1.128, 0.976], [-1.292, -0.376, 0.272], [0.208, -2.003, -0.862]],
  "smiles": "COC/C(C#N)=N\\S",
  "molar_mass_g_mol": 130.172,
  "e_homo_ev": -9.366,
  "homo_lumo_gap_ev": 8.94,
  "lumo_ev": -0.4
}

=====

How do the energies compare? Relative to the most stable structure, in kcal/mol: *1* 72.2; *2* 18.7; *3* 0.0; *4* 54.2.

=====

*1*
{
  "formula": "C4H6N2OS",
  "method": "wB97M-V/def2-TZVPD",
  "species": ["C", "C", "C", "C", "N", "N", "O", "S", "H", "H", "H", "H", "H", "H"],
  "xyz": [[0.051, -0.866, -0.245], [0.155, 0.492, -0.129], [-1.143, -1.714, 0.063], [-0.620, 1.685, 0.193], [1.175, -1.614, -0.419], [1.911, 0.727, -0.035], [2.520, 1.840, 0.100], [2.568, -0.738, -0.342], [-1.963, -1.591, -0.706], [-0.761, -2.704, -0.124], [-1.463, -1.568, 1.012], [-1.085, 1.684, 1.113], [-0.019, 2.659, 0.143], [-1.326, 1.710, -0.625]],
  "molar_mass_g_mol": 130.172,
  "e_homo_ev": [-8.288, -8.276],
  "homo_lumo_gap_ev": [7.90, 7.91],
  "lumo_ev": [-0.4, -0.4]
}

=====

*2*
{
  "formula": "C4H6N2OS",
  "method": "wB97M-V/def2-TZVPD",
  "species": ["C", "C", "N", "S", "N", "C", "O", "C", "H", "H", "H", "H", "H", "H"],
  "xyz": [[0.713, 0.965, 1.839], [-0.042, 0.227, 0.666], [-1.280, -0.058, 0.849], [-2.306, -0.797, -0.138], [-1.429, -0.953, -1.715], [-0.085, -0.951, -1.618], [0.583, 0.305, -1.803], [0.832, 0.023, -0.449], [0.108, 0.891, 2.686], [0.797, 2.084, 1.657], [1.649, 0.478, 2.030], [-1.700, -0.142, -2.196], [0.292, -1.940, -1.772], [1.867, -0.132, -0.035]],
  "smiles": "CC1=NSN[C@H]2O[C@@H]12",
  "molar_mass_g_mol": 130.172,
  "e_homo_ev": -8.463,
  "homo_lumo_gap_ev": 8.96,
  "lumo_ev": 0.5
}

=====

*3*
{
  "formula": "C4H6N2OS",
  "method": "wB97M-V/def2-TZVPD",
  "species": ["C", "C", "C", "N", "O", "C", "N", "S", "H", "H", "H", "H", "H", "H"],
  "xyz": [[1.472, -0.837, 2.027], [0.710, -0.030, 1.375], [-0.256, 0.529, 0.422], [-0.479, -0.059, -0.682], [0.240, -1.237, -0.927], [0.028, -1.497, -2.291], [-0.822, 1.761, 0.648], [-1.341, 2.004, 2.270], [2.292, -1.279, 2.554], [0.295, -2.690, -2.322], [-1.190, -1.199, -2.476], [0.880, -0.867, -2.966], [-1.368, 2.184, 0.005], [-0.459, 3.217, 2.362]],
  "smiles": "C#C/C(=N\\OC)NS",
  "molar_mass_g_mol": 130.172,
  "e_homo_ev": -8.687,
  "homo_lumo_gap_ev": 9.25,
  "lumo_ev": 0.6
}

=====

How do the energies compare? Relative to the most stable structure, in kcal/mol: *1* 12.4; *2* 0.0; *3* 62.4.